(1)
Density functional theory data (wB97M-V/def2-TZVPD) for 2 unconnected molecules or ions with the total composition C11H15N at a distorted geometry.

CARTESIAN COORDINATES (ANGSTROEM)
C -2.47 -1.14 -0.85
C -1.45 -0.14 -0.87
C -1.49 1.22 -1.16
N -0.28 1.81 -1.13
C 0.61 0.78 -0.82
C 1.96 0.78 -0.80
C 2.71 -0.31 -0.58
C 2.03 -1.55 -0.48
C 0.59 -1.64 -0.56
C -0.10 -0.45 -0.72
H -3.50 -0.90 -1.32
H -2.70 -1.32 0.29
H -2.26 -2.20 -1.14
H -2.31 1.72 -1.64
H -0.03 2.80 -1.14
H 2.47 1.66 -1.05
H 3.82 -0.23 -0.72
H 2.58 -2.41 -0.51
H 0.02 -2.50 -0.20
C -1.09 0.60 3.57
C -0.05 0.01 2.69
H -1.14 1.70 3.31
H -2.10 -0.02 3.59
H -0.90 0.71 4.67
H -0.40 0.07 1.63
H -0.11 -1.01 2.80
H 0.96 0.36 2.82

Results
HOMO-LUMO gap: 8.509 eV
SMILES: Cc1c[nH]c2ccccc12.CC
Net charge: 0
E_HOMO: -7.645 eV
LUMO energy: 0.9 eV



(2)
Density functional theory data (wB97M-V/def2-TZVPD) for 2 unconnected molecules or ions with the total composition C11H15N at a distorted geometry.

CARTESIAN COORDINATES (ANGSTROEM)
C -2.28 -2.64 -2.07
C -3.05 -3.52 -3.06
H -2.66 -1.57 -2.12
H -2.40 -3.07 -1.05
H -1.23 -2.62 -2.30
H -2.65 -4.55 -2.98
H -2.96 -3.15 -4.14
H -4.13 -3.51 -2.86
C 0.10 3.21 2.74
C 0.90 1.35 1.13
C 1.14 2.53 1.91
C 2.12 0.97 0.52
C 2.46 2.82 1.77
C -0.13 -0.55 0.10
C 1.11 -0.89 -0.51
C -0.23 0.57 0.93
C 2.23 -0.14 -0.28
N 3.05 1.89 0.92
H -1.03 -1.18 -0.07
H 1.15 -1.77 -1.13
H -1.17 0.82 1.41
H 3.24 -0.40 -0.76
H 0.00 2.56 3.65
H -0.89 3.08 2.22
H 3.02 3.65 2.28
H 4.06 1.84 0.76
H 0.26 4.25 2.99

Results
HOMO-LUMO gap (spin up / spin down): 9.763 / 5.898 eV
Net charge: +1
E_HOMO (spin up / spin down): -13.281 / -13.223 eV
Spin multiplicity: 2
LUMO energy (spin up / spin down): -3.5 / -7.3 eV
⟨S²⟩: 0.767



(3)
Density functional theory data (wB97M-V/def2-TZVPD) for a molecular structure, C11H15N2O2PdS2.

CARTESIAN COORDINATES (ANGSTROEM)
Pd -0.71 0.31 -1.50
O -3.01 -1.98 -0.95
C -2.13 -3.08 -0.91
C -0.97 -2.91 0.03
C -0.30 -4.02 0.52
C 0.82 -3.84 1.32
C 1.22 -2.55 1.61
C 0.49 -1.50 1.08
N -0.58 -1.67 0.31
H -2.47 -1.21 -1.19
H -1.71 -3.28 -1.91
H -2.72 -3.95 -0.62
H -0.65 -5.02 0.27
H 1.36 -4.70 1.71
H 2.10 -2.35 2.20
H 0.80 -0.48 1.25
O -1.51 3.54 -1.39
S -0.74 2.39 -0.83
C -0.76 2.70 0.96
C 0.08 3.95 1.14
C 1.38 3.68 0.36
C 1.01 2.91 -0.92
H -0.32 1.83 1.45
H -1.80 2.78 1.25
H 0.28 4.17 2.19
H -0.45 4.80 0.70
H 2.05 3.07 0.97
H 1.90 4.61 0.13
H 1.62 2.02 -1.08
H 1.04 3.52 -1.82
S 0.32 -1.32 -2.97
C 1.69 -1.23 -2.01
N 2.64 -1.17 -1.35

Results
HOMO-LUMO gap: 6.701 eV
Net charge: -1
E_HOMO: -3.641 eV
LUMO energy: 3.1 eV



(4)
Density functional theory data (wB97M-V/def2-TZVPD) for a single C11H15N3O4 molecule.

CARTESIAN COORDINATES (ANGSTROEM)
C -1.54 1.15 -1.67
C -0.21 0.85 -1.06
N -0.16 0.35 0.16
C -1.26 0.02 1.03
C -0.69 -0.46 2.38
C -1.80 -0.98 3.31
C -1.94 -2.44 2.87
C -0.58 -2.76 2.23
O 0.17 -1.56 2.20
C 0.98 1.10 -1.77
C 2.26 0.81 -1.15
O 2.42 0.37 -0.02
N 3.38 1.07 -1.91
C 3.43 1.58 -3.19
O 4.46 1.77 -3.78
N 2.19 1.83 -3.71
C 0.95 1.63 -3.11
O -0.04 1.93 -3.75
H -1.63 0.61 -2.61
H -1.59 2.20 -1.92
H -2.36 0.88 -1.01
H 0.79 0.12 0.51
H -1.88 -0.77 0.59
H -1.89 0.91 1.21
H -0.10 0.34 2.82
H -1.46 -0.92 4.34
H -2.72 -0.41 3.21
H -2.75 -2.55 2.14
H -2.16 -3.09 3.71
H -0.01 -3.48 2.82
H -0.69 -3.15 1.22
H 4.27 0.87 -1.46
H 2.17 2.20 -4.65

Results
HOMO-LUMO gap: 9.357 eV
SMILES: CC(NC[C@H]1CCCO1)=C1C(=O)NC(=O)NC1=O
Net charge: 0
E_HOMO: -8.832 eV
LUMO energy: 0.5 eV



(5)
Density functional theory data (wB97M-V/def2-TZVPD) for a gas-phase ion, C11H15N4 (charge +1) at a distorted geometry.

CARTESIAN COORDINATES (ANGSTROEM)
N 3.50 2.85 0.62
C 2.11 3.21 0.37
N 1.21 2.39 1.23
C 0.99 1.07 1.12
C 0.34 0.27 2.03
C 0.27 -1.25 1.97
C -1.11 -1.73 1.55
N -1.36 -1.38 0.17
C -1.79 -1.51 -0.91
C -2.22 -1.79 -2.15
C -1.39 -2.62 -2.98
C -2.07 -3.21 -4.07
N -3.32 -2.88 -4.44
C -3.98 -2.00 -3.71
C -3.45 -1.32 -2.67
H 3.59 1.89 1.01
H 4.11 3.43 1.21
H 1.89 2.93 -0.71
H 1.91 4.31 0.36
H 0.91 2.61 2.18
H 1.34 0.74 0.11
H -0.04 0.79 2.95
H 0.42 -1.76 2.98
H 1.13 -1.83 1.49
H -0.99 -2.81 1.83
H -2.00 -1.34 2.14
H -0.44 -3.06 -2.60
H -1.61 -3.91 -4.65
H -4.90 -1.71 -4.16
H -4.06 -0.94 -1.87

Results
HOMO-LUMO gap: 5.321 eV
SMILES: NCN/C=C/CC[N+]#Cc1ccncc1
Net charge: +1
E_HOMO: -10.602 eV
LUMO energy: -5.3 eV



(6)
Density functional theory data (wB97M-V/def2-TZVPD) for a molecular structure, C11H15NO at a distorted geometry.

CARTESIAN COORDINATES (ANGSTROEM)
C 2.94 -2.12 0.11
C 1.44 -0.28 -0.02
C 2.50 0.62 -0.04
C 1.92 2.02 0.03
C 0.61 2.43 -0.14
C -0.31 1.49 -0.21
C -1.84 1.79 0.06
C -2.55 0.41 0.53
C -2.09 -0.72 -0.33
C -0.69 -1.09 0.15
C 0.02 0.19 -0.16
H 3.13 -1.82 -0.95
H 2.93 -3.24 0.62
H 3.65 -1.23 0.82
H 3.68 0.63 -0.02
H 2.64 2.84 -0.28
H 0.28 3.59 -0.14
H -2.51 2.51 -0.65
H -1.89 2.68 0.87
H -3.58 0.52 0.86
H -2.00 0.52 1.56
H -2.36 -0.23 -1.41
H -3.75 -1.82 -1.10
H -3.67 -1.83 0.75
H -0.09 -1.94 -0.32
H -0.66 -1.49 1.21
N -2.94 -2.10 -0.25
O 1.62 -1.68 0.00

Results
HOMO-LUMO gap: 9.315 eV
Net charge: 0
E_HOMO: -8.400 eV
LUMO energy: 0.9 eV



(7)
Density functional theory data (wB97M-V/def2-TZVPD) for 2 unconnected molecules or ions with the total composition C11H15NO at a distorted geometry.

CARTESIAN COORDINATES (ANGSTROEM)
C -1.17 -2.41 0.46
C -0.82 -1.28 -0.31
C -0.13 -1.14 -1.45
N -0.21 0.22 -1.89
C -0.90 0.97 -0.86
C -1.18 2.32 -0.75
C -1.71 2.75 0.44
C -1.85 1.91 1.52
C -1.56 0.57 1.37
C -1.16 0.05 0.12
H -0.47 -3.10 0.87
H -1.76 -3.09 -0.10
H -1.72 -2.06 1.39
H 0.21 -1.86 -2.14
H -0.12 0.44 -2.78
H -0.84 3.07 -1.46
H -2.03 3.81 0.47
H -2.19 2.25 2.50
H -1.34 -0.19 2.17
C 2.53 0.30 0.03
C 2.93 -1.12 -0.09
O 3.14 -1.87 1.18
H 1.41 0.22 0.17
H 2.64 0.99 -0.81
H 3.00 0.98 0.81
H 2.25 -1.75 -0.70
H 3.95 -1.01 -0.48
H 3.44 -2.82 1.15

Results
HOMO-LUMO gap: 8.827 eV
SMILES: Cc1c[nH]c2ccccc12.CCO
Net charge: 0
E_HOMO: -7.957 eV
LUMO energy: 0.9 eV



(8)
Density functional theory data (wB97M-V/def2-TZVPD) for 2 unconnected molecules or ions with the total composition C11H15NO3 at a distorted geometry.

CARTESIAN COORDINATES (ANGSTROEM)
O 4.64 2.38 -1.68
C 4.16 1.41 -1.14
C 3.56 1.17 0.17
C 3.16 -0.12 0.26
C 3.51 -0.80 -0.99
O 3.35 -1.93 -1.38
O 4.11 0.17 -1.81
H 3.47 1.95 0.91
H 2.67 -0.64 1.07
C -2.21 -1.62 0.22
C -0.69 -1.58 0.22
N -0.17 -0.17 0.22
C -0.69 0.54 1.44
C -2.22 0.55 1.48
C -2.78 -0.17 0.22
C -2.21 0.55 -1.04
C -0.69 0.53 -1.00
H -2.57 -2.16 -0.67
H -2.56 -2.16 1.11
H -0.28 -2.09 1.10
H -0.27 -2.08 -0.67
H -0.29 0.02 2.33
H -0.29 1.56 1.44
H -2.57 0.05 2.39
H -2.57 1.59 1.50
H -3.87 -0.17 0.22
H -2.57 0.05 -1.95
H -2.57 1.59 -1.06
H -0.28 1.56 -1.01
H -0.28 0.01 -1.88

Results
HOMO-LUMO gap: 7.676 eV
SMILES: O=C1C=CC(=O)O1.C1CN2CCC1CC2
Net charge: 0
E_HOMO: -8.752 eV
LUMO energy: -1.1 eV



(9)
Density functional theory data (wB97M-V/def2-TZVPD) for a molecular structure, C11H15NO5SV.

CARTESIAN COORDINATES (ANGSTROEM)
V 0.12 -0.38 -1.12
N 1.59 -1.85 -1.64
C 1.20 -2.76 -2.74
C -0.14 -2.38 -3.32
O -0.86 -2.70 -4.14
O -0.56 -1.07 -2.42
H 2.47 -1.38 -1.87
H 1.77 -2.39 -0.79
H 1.11 -3.79 -2.40
H 1.92 -2.74 -3.56
O -1.24 -0.32 0.03
C -0.46 -0.62 1.13
O 0.73 -0.85 0.65
C -0.95 -0.68 2.41
C -0.08 -1.05 3.48
C -0.59 -1.15 4.74
C -1.95 -0.88 4.96
C -2.82 -0.52 3.93
C -2.33 -0.42 2.65
H 0.96 -1.25 3.28
H 0.05 -1.43 5.57
H -2.34 -0.96 5.97
H -3.86 -0.33 4.14
H -2.98 -0.15 1.83
C 1.21 2.95 -3.43
S 0.12 2.68 -2.05
C 0.71 3.84 -0.84
O 0.68 1.26 -1.44
H 0.93 3.94 -3.81
H 0.97 2.21 -4.20
H 2.25 2.93 -3.12
H 0.44 4.82 -1.25
H 1.79 3.75 -0.72
H 0.16 3.67 0.08

Results
HOMO-LUMO gap: 5.665 eV
Net charge: +3
E_HOMO: -18.805 eV
LUMO energy: -13.1 eV